# C19H24MoN4OS6

A molecular structure, C19H24MoN4OS6 in a non-equilibrium geometry (wB97M-V/def2-TZVPD, the OMol25 dataset).

Each line ends with the Löwdin charge.
Element x y z (Å)
Mo: 0.524 -0.501 0.873  1.180
O: 0.404 -1.148 3.109  -0.286
C: -0.798 -1.879 3.372  -0.170
C: -1.146 -2.685 2.156  -0.234
C: -1.926 -3.826 2.263  0.031
C: -2.228 -4.555 1.126  0.018
C: -1.711 -4.126 -0.093  0.003
C: -0.951 -2.980 -0.128  -0.087
N: -0.679 -2.248 0.972  -0.092
H: 0.623 -0.636 3.899  0.132
H: -1.622 -1.185 3.592  0.121
H: -0.657 -2.543 4.229  0.153
H: -2.287 -4.127 3.236  0.140
H: -2.838 -5.445 1.190  0.135
H: -1.897 -4.674 -1.004  0.130
H: -0.526 -2.609 -1.050  0.090
C: 3.603 1.875 2.028  -0.274
S: 2.560 1.247 0.663  0.835
C: 3.646 0.054 -0.061  -0.986
C: 3.522 -1.286 0.094  -1.107
S: 2.382 -2.032 1.165  0.681
S: 4.680 -2.284 -0.742  0.946
C: 5.534 -0.970 -1.539  -1.449
S: 6.751 -1.202 -2.584  0.696
S: 4.945 0.620 -1.086  0.942
H: 3.292 2.898 2.225  0.056
H: 4.632 1.869 1.680  0.053
H: 3.494 1.258 2.915  0.053
C: -4.857 4.014 1.053  -0.008
C: -3.545 3.518 0.566  -0.287
C: -2.949 3.956 -0.622  0.031
C: -1.754 3.374 -0.996  -0.095
N: -1.150 2.430 -0.267  0.044
C: -1.784 2.120 0.852  -0.750
S: -0.996 0.951 1.926  0.777
N: -2.919 2.596 1.304  0.110
H: -4.961 5.084 0.884  0.095
H: -4.972 3.781 2.107  0.090
H: -5.656 3.509 0.506  0.102
H: -3.400 4.727 -1.227  0.128
H: -1.246 3.660 -1.909  0.121
C: 1.216 1.291 -2.524  -0.017
C: 0.627 -0.105 -2.217  -0.646
C: -0.816 -0.189 -2.762  -0.007
C: 1.514 -1.198 -2.840  0.003
N: 0.563 -0.276 -0.826  -0.140
H: 1.015 1.530 -3.566  0.105
H: 2.293 1.307 -2.366  0.059
H: 0.749 2.036 -1.883  0.056
H: -0.832 0.155 -3.792  0.102
H: -1.470 0.448 -2.168  0.076
H: -1.191 -1.211 -2.733  0.080
H: 1.452 -1.130 -3.923  0.111
H: 1.189 -2.192 -2.530  0.086
H: 2.554 -1.065 -2.545  0.064

Its charge is +2. For the energy, the calculation gives -3489.48794 a.u. The frontier orbital gap (alpha / beta) is 4.64 / 4.64 eV. The calculation puts the energy relative to the best compared isomer or geometry (same formula, charge and spin) at 3.9 kcal/mol.